No. 1
# C14H38N5O4P

A 3-piece molecular cluster, C14H38N5O4P overall (the ωB97M-V functional and the def2-TZVPD basis, the Open Molecules 2025 dataset).

```
! RIJCOSX wB97M-V def2-TZVPD def2/J DEFGRID3
* xyz 0 1
N 0.168 -5.901 -1.351
P 0.049 -5.399 0.123
C -1.543 -4.586 0.624
C -1.380 -4.025 2.051
N -1.327 -4.983 3.141
C -2.768 -5.530 0.565
C -2.462 -7.005 0.650
O -2.783 -7.701 1.577
O -1.708 -3.429 -0.176
C -1.960 -3.565 -1.581
C -0.905 -2.822 -2.398
N -1.452 -1.582 -2.955
H 0.939 -5.493 -1.864
H 0.136 -6.416 1.100
H 0.989 -4.466 0.601
H -0.497 -3.381 2.068
H -2.241 -3.370 2.202
H -2.248 -5.276 3.437
H -0.800 -5.820 2.934
H -3.275 -5.364 -0.389
H -3.464 -5.284 1.368
H -1.918 -7.434 -0.217
H -2.935 -3.108 -1.771
H -1.990 -4.617 -1.864
H -0.089 -2.550 -1.726
H -0.493 -3.504 -3.150
H -0.698 -0.965 -3.236
H -1.982 -1.776 -3.797
C -3.028 2.807 0.305
C -2.758 1.316 0.135
C -1.368 0.872 0.607
O -0.304 1.246 -0.247
C 0.214 2.546 -0.044
N -3.032 0.927 -1.246
H -2.517 3.387 -0.465
H -4.095 3.004 0.205
H -2.697 3.166 1.281
H -3.470 0.774 0.769
H -1.350 -0.221 0.632
H -1.174 1.238 1.626
H 0.207 2.813 1.018
H -0.347 3.306 -0.595
H 1.244 2.556 -0.395
H -2.957 -0.083 -1.335
H -2.276 1.280 -1.827
C 5.282 6.567 0.449
C 4.197 6.325 -0.595
C 2.884 5.787 -0.018
O 2.922 4.427 0.372
C 3.432 4.171 1.665
N 4.740 5.484 -1.662
H 5.738 5.628 0.766
H 6.072 7.185 0.026
H 4.882 7.069 1.331
H 3.947 7.292 -1.046
H 2.119 5.842 -0.797
H 2.550 6.408 0.824
H 3.161 4.971 2.362
H 4.519 4.058 1.668
H 2.987 3.238 2.010
H 4.083 5.430 -2.433
H 4.831 4.535 -1.312
*
```

Summary:
SMILES   N=[PH2][C@](CN)(CC=O)OCCN.COC[C@@H](C)N.COC[C@@H](C)N
HOMO energy   -8.83 eV
LUMO level   0.6874 eV
Frontier orbital gap   9.522 eV


No. 2
# C14H39CuN3O8P

C14H39CuN3O8P as an isolated structure (the ωB97M-V functional and the def2-TZVPD basis, the Open Molecules 2025 dataset).

```
! RIJCOSX wB97M-V def2-TZVPD def2/J DEFGRID3
* xyz -2 1
Cu 1.038 -0.025 0.500
P 3.344 -0.758 1.766
O 2.694 -1.295 0.378
O 2.423 0.381 2.265
O 4.815 -0.503 1.377
O 3.384 -2.091 2.580
C -0.347 3.857 1.211
C 0.443 3.143 2.304
O 0.286 1.762 2.141
H -1.412 3.645 1.331
H -0.045 3.566 0.200
H -0.171 4.936 1.107
H 0.163 3.484 3.310
H 1.506 3.394 2.193
H 1.209 1.342 2.167
C 3.745 3.181 -2.305
C 2.382 2.901 -1.665
C 1.287 2.764 -2.716
O 1.038 4.026 -3.313
C -0.065 3.946 -4.174
N 2.446 1.694 -0.837
H 4.518 3.201 -1.533
H 3.778 4.137 -2.840
H 4.097 2.445 -3.034
H 2.091 3.746 -1.032
H 0.375 2.385 -2.241
H 1.618 1.973 -3.405
H -0.446 4.913 -4.501
H -0.915 3.485 -3.649
H 0.141 3.314 -5.046
H 2.790 1.023 -1.524
H 3.201 1.730 -0.153
C -2.395 0.327 -0.219
C -2.056 -0.929 -1.027
C -2.260 -0.857 -2.533
O -1.936 -2.123 -3.072
C -2.098 -2.138 -4.480
N -0.616 -1.139 -0.807
H -2.178 0.050 0.816
H -3.462 0.561 -0.275
H -1.708 1.146 -0.422
H -2.677 -1.793 -0.747
H -1.606 -0.091 -2.976
H -3.280 -0.515 -2.766
H -2.029 -3.183 -4.774
H -1.424 -1.481 -5.035
H -3.132 -1.806 -4.649
H -0.285 -1.760 -1.538
H -0.397 -1.634 0.055
C -0.306 -3.888 1.321
C -0.891 -2.819 2.234
C -1.055 -3.316 3.676
O -2.373 -3.833 3.842
C -2.526 -4.435 5.079
N -0.014 -1.626 2.186
H -0.425 -3.711 0.255
H -0.899 -4.797 1.501
H 0.715 -4.115 1.625
H -1.858 -2.379 1.957
H -0.918 -2.447 4.331
H -0.301 -4.064 3.944
H -2.454 -3.728 5.918
H -1.797 -5.235 5.285
H -3.462 -4.985 5.214
H -0.293 -1.084 2.994
H 0.987 -1.873 2.225
*
```

Summary:
HOMO energy   1.13 eV
ΔE to the lowest compared entry with this formula, charge and spin   0.0 kJ/mol
LUMO level   4.0402 eV
Frontier orbital gap   2.906 eV


No. 3
# C14H40CuN7O3P2

C14H40CuN7O3P2 as an isolated structure (the ωB97M-V functional and the def2-TZVPD basis, the Open Molecules 2025 dataset).

```
! RIJCOSX wB97M-V def2-TZVPD def2/J DEFGRID3
* xyz 2 1
Cu 0.793 -1.202 0.262
N 2.754 0.954 1.442
C 3.872 0.112 2.014
C 4.533 -0.732 0.927
C 3.808 -2.014 0.513
N 2.696 -1.757 -0.442
C 3.328 -2.799 1.735
C 2.580 -1.990 2.794
N 1.197 -1.683 2.351
C 3.353 -0.728 3.176
H 3.064 1.559 0.680
H 2.331 1.547 2.156
H 2.000 0.371 1.042
H 4.597 0.835 2.388
H 5.500 -1.030 1.336
H 4.772 -0.119 0.052
H 4.553 -2.631 0.005
H 2.478 -2.640 -0.899
H 3.039 -1.167 -1.197
H 4.209 -3.229 2.216
H 2.723 -3.651 1.414
H 2.535 -2.605 3.698
H 0.703 -1.192 3.092
H 0.705 -2.571 2.269
H 4.234 -1.048 3.737
H 2.777 -0.110 3.872
C -2.842 -1.091 2.456
N -2.664 -0.077 1.419
C -3.345 1.185 1.700
P -2.258 -0.586 -0.091
O -1.170 -1.600 -0.053
O -1.838 0.811 -0.771
P -0.421 1.382 -1.234
O 0.737 0.957 -0.390
N -0.699 2.994 -1.128
C -1.984 3.616 -1.454
C 0.442 3.850 -1.461
N -0.249 0.786 -2.753
C -1.312 0.984 -3.737
C 1.051 0.492 -3.338
N -3.478 -1.095 -1.048
C -3.723 -2.523 -1.266
C -4.638 -0.241 -1.285
H -3.897 -1.343 2.594
H -2.457 -0.712 3.405
H -2.296 -1.996 2.195
H -4.329 0.997 2.135
H -3.485 1.770 0.795
H -2.764 1.782 2.406
H -2.807 2.970 -1.164
H -2.065 3.843 -2.521
H -2.065 4.548 -0.896
H 1.375 3.355 -1.196
H 0.372 4.774 -0.887
H 0.464 4.101 -2.525
H -2.272 1.114 -3.240
H -1.382 0.101 -4.372
H -1.121 1.854 -4.371
H 1.782 0.340 -2.547
H 1.398 1.303 -3.985
H 0.980 -0.417 -3.938
H -2.806 -3.082 -1.101
H -4.043 -2.669 -2.298
H -4.505 -2.900 -0.603
H -4.356 0.811 -1.247
H -5.436 -0.418 -0.559
H -5.027 -0.446 -2.282
*
```

Summary:
HOMO energy   -13.85 eV
ΔE to the lowest compared entry with this formula, charge and spin   38.2 kJ/mol
LUMO level   -5.1337 eV
Frontier orbital gap   8.717 eV


Repeat the second record exactly.
# C14H39CuN3O8P

C14H39CuN3O8P as an isolated structure (the ωB97M-V functional and the def2-TZVPD basis, the Open Molecules 2025 dataset).

```
! RIJCOSX wB97M-V def2-TZVPD def2/J DEFGRID3
* xyz -2 1
Cu 1.038 -0.025 0.500
P 3.344 -0.758 1.766
O 2.694 -1.295 0.378
O 2.423 0.381 2.265
O 4.815 -0.503 1.377
O 3.384 -2.091 2.580
C -0.347 3.857 1.211
C 0.443 3.143 2.304
O 0.286 1.762 2.141
H -1.412 3.645 1.331
H -0.045 3.566 0.200
H -0.171 4.936 1.107
H 0.163 3.484 3.310
H 1.506 3.394 2.193
H 1.209 1.342 2.167
C 3.745 3.181 -2.305
C 2.382 2.901 -1.665
C 1.287 2.764 -2.716
O 1.038 4.026 -3.313
C -0.065 3.946 -4.174
N 2.446 1.694 -0.837
H 4.518 3.201 -1.533
H 3.778 4.137 -2.840
H 4.097 2.445 -3.034
H 2.091 3.746 -1.032
H 0.375 2.385 -2.241
H 1.618 1.973 -3.405
H -0.446 4.913 -4.501
H -0.915 3.485 -3.649
H 0.141 3.314 -5.046
H 2.790 1.023 -1.524
H 3.201 1.730 -0.153
C -2.395 0.327 -0.219
C -2.056 -0.929 -1.027
C -2.260 -0.857 -2.533
O -1.936 -2.123 -3.072
C -2.098 -2.138 -4.480
N -0.616 -1.139 -0.807
H -2.178 0.050 0.816
H -3.462 0.561 -0.275
H -1.708 1.146 -0.422
H -2.677 -1.793 -0.747
H -1.606 -0.091 -2.976
H -3.280 -0.515 -2.766
H -2.029 -3.183 -4.774
H -1.424 -1.481 -5.035
H -3.132 -1.806 -4.649
H -0.285 -1.760 -1.538
H -0.397 -1.634 0.055
C -0.306 -3.888 1.321
C -0.891 -2.819 2.234
C -1.055 -3.316 3.676
O -2.373 -3.833 3.842
C -2.526 -4.435 5.079
N -0.014 -1.626 2.186
H -0.425 -3.711 0.255
H -0.899 -4.797 1.501
H 0.715 -4.115 1.625
H -1.858 -2.379 1.957
H -0.918 -2.447 4.331
H -0.301 -4.064 3.944
H -2.454 -3.728 5.918
H -1.797 -5.235 5.285
H -3.462 -4.985 5.214
H -0.293 -1.084 2.994
H 0.987 -1.873 2.225
*
```

Summary:
HOMO energy   1.13 eV
ΔE to the lowest compared entry with this formula, charge and spin   0.0 kJ/mol
LUMO level   4.0402 eV
Frontier orbital gap   2.906 eV